Entry 1:
{"formula": "C25H34F6INO4S2SeY", "method": "wB97M-V/def2-TZVPD", "elements": ["Y", "C", "C", "C", "C", "C", "C", "C", "C", "C", "C", "C", "C", "C", "C", "C", "C", "C", "H", "H", "H", "H", "H", "H", "H", "H", "H", "H", "H", "H", "H", "H", "H", "H", "H", "H", "H", "H", "H", "H", "H", "H", "H", "H", "H", "H", "H", "F", "C", "F", "F", "S", "O", "O", "N", "S", "O", "O", "C", "F", "F", "F", "Se", "C", "C", "C", "C", "C", "C", "H", "H", "H", "H", "H", "I"], "xyz": [[0.55, 0.64, 0.96], [1.41, -1.34, -0.49], [0.02, -1.60, -0.53], [-0.55, -0.61, -1.41], [0.52, 0.19, -1.86], [1.74, -0.25, -1.30], [3.14, 0.15, -1.73], [3.18, 1.59, -2.24], [4.15, -0.02, -0.60], [3.54, -0.78, -2.88], [-1.92, -0.46, -2.10], [-1.82, -1.15, -3.47], [-2.20, 1.03, -2.35], [-3.14, -0.99, -1.36], [-0.52, -2.91, 0.09], [0.62, -3.67, 0.78], [-1.60, -2.74, 1.17], [-1.01, -3.84, -1.03], [2.12, -1.91, 0.09], [0.43, 1.02, -2.54], [2.91, 2.30, -1.46], [2.50, 1.74, -3.08], [4.19, 1.83, -2.58], [3.93, 0.63, 0.25], [5.16, 0.23, -0.96], [4.17, -1.04, -0.22], [2.85, -0.69, -3.72], [3.53, -1.83, -2.56], [4.55, -0.54, -3.24], [-1.01, -0.72, -4.06], [-2.76, -1.01, -4.03], [-1.64, -2.22, -3.37], [-1.45, 1.51, -2.98], [-2.25, 1.58, -1.40], [-3.16, 1.14, -2.85], [-3.14, -2.07, -1.25], [-4.03, -0.73, -1.94], [-3.24, -0.53, -0.38], [1.09, -3.07, 1.57], [1.39, -3.98, 0.08], [0.21, -4.56, 1.26], [-1.16, -2.32, 2.08], [-2.02, -3.72, 1.42], [-2.41, -2.08, 0.87], [-0.26, -3.93, -1.82], [-1.93, -3.50, -1.50], [-1.20, -4.84, -0.62], [3.29, 2.86, 1.05], [3.00, 4.12, 1.37], [3.19, 4.88, 0.29], [3.83, 4.52, 2.32], [1.23, 4.21, 1.99], [0.94, 2.81, 2.24], [1.27, 5.12, 3.09], [0.38, 4.82, 0.80], [-0.16, 3.88, -0.34], [0.60, 2.62, -0.43], [-1.58, 3.80, -0.42], [0.32, 4.78, -1.90], [0.51, 3.87, -2.86], [-0.66, 5.60, -2.26], [1.44, 5.48, -1.76], [-2.12, 0.81, 1.88], [-2.47, -0.28, 3.40], [-1.51, -0.61, 4.36], [-1.84, -1.44, 5.42], [-3.12, -1.95, 5.55], [-4.08, -1.62, 4.61], [-3.76, -0.79, 3.54], [-0.50, -0.22, 4.28], [-1.07, -1.69, 6.15], [-3.37, -2.60, 6.38], [-5.09, -2.01, 4.70], [-4.50, -0.55, 2.80], [2.34, -0.37, 3.05]], "homo_ev": -4.81, "e_lumo_ev": 2.536, "charge": -1}

***

Entry 2:
{"formula": "C25H34N3O6S", "method": "wB97M-V/def2-TZVPD", "elements": ["C", "C", "O", "C", "C", "C", "C", "C", "C", "O", "O", "C", "C", "O", "H", "H", "H", "H", "H", "H", "H", "H", "H", "H", "H", "H", "H", "H", "H", "H", "H", "C", "N", "C", "C", "C", "C", "C", "C", "C", "C", "O", "N", "C", "C", "S", "N", "C", "C", "O", "C", "C", "H", "H", "H", "H", "H", "H", "H", "H", "H", "H", "H", "H", "H", "H", "H", "H", "H"], "xyz": [[3.34, 1.73, 3.26], [3.07, 0.28, 2.99], [1.62, 0.20, 2.77], [1.22, -1.03, 2.31], [-0.14, -1.02, 1.62], [-0.74, -2.40, 2.01], [-0.80, -2.75, 3.55], [0.00, -3.58, 1.41], [-1.01, 0.05, 2.22], [-0.71, 1.24, 2.44], [-2.19, -0.42, 2.64], [-3.24, 0.55, 2.97], [-3.01, 1.32, 4.24], [1.94, -1.97, 2.51], [4.41, 1.90, 3.34], [2.94, 2.34, 2.44], [2.86, 2.03, 4.19], [3.58, -0.07, 2.07], [3.35, -0.37, 3.83], [-1.79, -2.41, 1.69], [-1.48, -2.12, 4.15], [-1.22, -3.76, 3.63], [0.18, -2.79, 4.03], [-0.01, -3.50, 0.34], [1.02, -3.59, 1.78], [-0.48, -4.51, 1.72], [-3.29, 1.22, 2.12], [-4.15, -0.05, 3.03], [-3.83, 2.05, 4.35], [-3.02, 0.67, 5.12], [-2.06, 1.87, 4.17], [2.22, -2.30, -5.84], [1.19, -2.69, -4.87], [0.19, -3.54, -5.47], [1.04, -2.08, -3.65], [1.86, -1.00, -3.22], [1.61, -0.34, -2.01], [0.58, -0.74, -1.12], [0.19, 0.07, 0.09], [-0.35, 1.35, -0.26], [0.06, 2.59, 0.38], [1.17, 2.86, 0.89], [-0.97, 3.57, 0.30], [-1.04, 4.57, 1.35], [-1.23, 4.04, -0.97], [-1.86, 5.56, -1.30], [-0.89, 3.09, -1.93], [-1.32, 3.46, -3.29], [-1.02, 1.72, -1.51], [-1.72, 0.93, -2.17], [-0.19, -1.82, -1.54], [0.03, -2.50, -2.74], [3.19, -2.18, -5.34], [2.30, -3.08, -6.59], [1.97, -1.35, -6.35], [-0.45, -4.01, -4.71], [-0.46, -2.99, -6.17], [0.69, -4.34, -6.05], [2.69, -0.68, -3.86], [2.21, 0.54, -1.77], [1.15, 0.39, 0.70], [-2.01, 5.08, 1.25], [-0.99, 4.06, 2.32], [-0.25, 5.33, 1.27], [-0.92, 2.76, -4.02], [-2.42, 3.52, -3.38], [-0.95, 4.48, -3.50], [-1.05, -2.10, -0.91], [-0.58, -3.36, -2.97]], "homo_ev": -4.01, "relative_energy_ev": 1.780, "e_lumo_ev": 2.646, "charge": -1}

***

Entry 3:
{"formula": "C25H34N6O", "method": "wB97M-V/def2-TZVPD", "elements": ["C", "C", "C", "C", "C", "C", "N", "C", "O", "C", "C", "N", "C", "C", "N", "N", "N", "N", "C", "C", "C", "C", "C", "C", "C", "C", "C", "C", "C", "C", "C", "C", "H", "H", "H", "H", "H", "H", "H", "H", "H", "H", "H", "H", "H", "H", "H", "H", "H", "H", "H", "H", "H", "H", "H", "H", "H", "H", "H", "H", "H", "H", "H", "H", "H", "H"], "xyz": [[-1.11, -6.04, -1.13], [-0.49, -4.81, -0.53], [0.90, -4.67, -0.53], [1.54, -3.57, 0.00], [3.03, -3.43, -0.04], [0.75, -2.56, 0.56], [1.31, -1.46, 1.15], [0.62, -0.39, 1.68], [1.26, 0.52, 2.22], [-0.83, -0.44, 1.54], [-1.60, 0.79, 1.97], [-1.66, 1.86, 1.00], [-0.40, 2.39, 0.57], [0.39, 1.56, -0.40], [0.02, 0.47, -1.03], [1.07, 0.05, -1.72], [2.06, 0.83, -1.56], [1.68, 1.81, -0.74], [2.56, 2.88, -0.31], [3.56, 3.23, -1.42], [4.95, 2.84, -0.88], [4.65, 1.82, 0.21], [3.41, 2.41, 0.88], [-2.77, 1.95, 0.06], [-3.13, 0.66, -0.70], [-4.20, 0.97, -1.74], [-5.45, 1.53, -1.07], [-5.11, 2.78, -0.26], [-4.02, 2.48, 0.77], [-1.41, -1.56, 1.07], [-0.65, -2.66, 0.56], [-1.25, -3.80, 0.01], [-0.87, -6.10, -2.19], [-2.19, -6.02, -1.02], [-0.72, -6.93, -0.64], [1.50, -5.46, -0.98], [3.48, -4.29, -0.53], [3.45, -3.37, 0.97], [3.32, -2.54, -0.60], [2.32, -1.39, 1.20], [-2.62, 0.51, 2.22], [-1.11, 1.19, 2.86], [0.23, 2.51, 1.47], [-0.56, 3.38, 0.13], [1.92, 3.72, -0.04], [3.51, 4.28, -1.68], [3.33, 2.65, -2.31], [5.59, 2.44, -1.66], [5.44, 3.71, -0.45], [5.48, 1.69, 0.91], [4.40, 0.86, -0.24], [2.87, 1.70, 1.51], [3.69, 3.28, 1.48], [-2.47, 2.69, -0.69], [-2.24, 0.25, -1.16], [-3.53, -0.07, 0.00], [-3.82, 1.70, -2.46], [-4.45, 0.06, -2.29], [-6.21, 1.77, -1.82], [-5.87, 0.78, -0.40], [-6.01, 3.15, 0.25], [-4.77, 3.57, -0.93], [-3.77, 3.38, 1.32], [-4.39, 1.74, 1.48], [-2.48, -1.64, 1.03], [-2.33, -3.87, 0.00]], "smiles": "Cc1cc(C)c2[nH]c(=O)c(CN(Cc3nnnn3C3CCCC3)C3CCCCC3)cc2c1", "homo_ev": -7.99, "relative_energy_ev": 0.140, "e_lumo_ev": 0.471}